The following is a quantum chemistry calculation of a cluster of 2 separate species, C3H2NOPS in total, from OMol25.

Geometry as XYZ:
```
9
Properties=species:S:1:pos:R:3:forces:R:3:mulliken_charge:R:1
C 1.075 -2.170 1.821 -1.995 2.643 -2.874 -0.089
C -0.549 -0.702 -1.039 0.743 0.546 1.140 -0.225
C -0.069 -0.579 0.168 -0.426 0.327 0.665 0.104
N 1.653 -2.878 2.505 0.864 -1.078 1.092 -0.277
O 0.548 1.840 -0.965 -1.460 -2.001 -0.433 -0.452
P -0.734 1.063 -0.326 0.909 -0.550 0.350 0.486
S -2.243 2.154 0.248 1.421 -1.294 -0.575 -0.259
H -0.562 -1.296 -1.933 -0.378 -0.031 -0.229 0.375
H 0.881 2.568 -0.479 0.322 1.438 0.864 0.337
```
Forces are in eV/Å.

Properties
Charge: 0
Multiplicity: 1
Gap between HOMO and LUMO (alpha / beta) (hartree): 0.2529 / 0.2543
HOMO (alpha / beta) (Ha): -0.362 / -0.363
Lowest unoccupied orbital energy (alpha / beta) (Ha): -0.1086 / -0.1088

---

The following is a quantum chemistry calculation of the molecule C3H2O, from OMol25.

Geometry as XYZ:
```
6
Properties=species:S:1:pos:R:3:forces:R:3:mulliken_charge:R:1
O 1.515 0.253 0.823 0.093 -0.056 -0.654 -0.423
C 0.944 0.255 -0.234 0.593 -0.050 0.095 0.195
C -0.185 -0.668 -0.540 -0.196 0.639 0.845 -0.332
C -1.195 -0.439 0.098 -0.076 -0.217 -0.096 -0.125
H 1.119 1.009 -1.016 0.142 -0.017 0.004 0.320
H -1.915 -0.147 0.824 -0.557 -0.299 -0.194 0.364
```
Forces are in eV/Å.

Properties
Charge: 0
SMILES: C#CC=O
Multiplicity: 1
Gap between HOMO and LUMO (hartree): 0.3878
HOMO (Ha): -0.385
Lowest unoccupied orbital energy (Ha): 0.0029

---

The following is a quantum chemistry calculation of a structure of composition C3H2O2Pt, from OMol25.

Geometry as XYZ:
```
8
Properties=species:S:1:pos:R:3:forces:R:3:lowdin_spin:R:1
O -0.833 1.382 -1.094 2.745 1.877 -2.835 0.534
C 0.212 0.588 -0.671 4.549 -2.154 -0.644 0.092
C -0.245 -0.384 0.368 -0.727 1.062 -0.060 0.506
C 0.369 -1.243 1.161 0.458 -1.153 1.203 0.241
O 0.800 -2.005 1.912 -0.475 0.926 -1.006 0.270
Pt -1.976 0.655 0.047 -5.883 -1.961 3.943 1.303
H 1.083 1.152 -0.270 -0.459 0.081 -0.571 0.022
H 0.590 -0.144 -1.453 -0.208 1.322 -0.030 0.032
```
Forces are in eV/Å.

Properties
Charge: +1
Multiplicity: 4
Gap between HOMO and LUMO (alpha / beta) (hartree): 0.2852 / 0.2938
HOMO (alpha / beta) (Ha): -0.512 / -0.577
Lowest unoccupied orbital energy (alpha / beta) (Ha): -0.2265 / -0.2833
⟨S²⟩: 3.77

---

The following is a quantum chemistry calculation of the molecule C3H2O2S, from OMol25.

Geometry as XYZ:
```
8
Properties=species:S:1:pos:R:3:forces:R:3:mulliken_charge:R:1
C 1.032 0.072 0.771 0.501 1.918 2.315 0.324
C -0.878 0.595 -0.387 -0.431 -1.731 -0.481 -0.001
C -0.432 -0.644 -0.798 0.013 2.268 1.394 -0.174
H -1.972 1.091 -0.554 3.428 -0.976 0.429 0.280
H -0.836 -1.337 -1.549 0.703 0.179 0.835 0.356
O 0.076 1.111 0.496 0.267 -1.404 0.554 -0.268
O 0.804 -0.908 -0.033 -2.132 -0.808 -2.394 -0.238
S 2.206 0.021 2.054 -2.348 0.553 -2.652 -0.278
```
Forces are in eV/Å.

Properties
Charge: 0
SMILES: S=c1occo1
Multiplicity: 1
Gap between HOMO and LUMO (hartree): 0.3480
HOMO (Ha): -0.325
Lowest unoccupied orbital energy (Ha): 0.0229

---

The following is a quantum chemistry calculation of the molecule C3H2O2S3, from OMol25.

Geometry as XYZ:
```
10
Properties=species:S:1:pos:R:3:forces:R:3:mulliken_charge:R:1
C -1.114 -0.107 -0.498 -0.779 -0.109 -0.115 0.313
C -0.039 -0.241 0.530 -4.106 1.274 2.526 -0.010
C 1.277 0.084 0.113 1.376 0.139 -0.156 0.304
H -2.802 1.020 -0.801 1.192 -1.011 0.024 0.359
H 3.041 -0.048 0.797 -2.568 -2.590 -0.776 0.416
O -2.009 0.859 -0.233 0.212 0.011 -0.062 -0.414
O 2.189 -0.699 0.663 3.504 2.777 0.766 -0.412
S -1.065 -1.266 -1.630 -0.443 0.263 -0.272 -0.217
S -0.560 -0.209 2.134 1.247 -0.599 -2.013 -0.147
S 1.473 1.433 -0.773 0.366 -0.155 0.079 -0.191
```
Forces are in eV/Å.

Properties
Charge: 0
SMILES: OC(=S)C(=S)C(O)=S
Multiplicity: 1
Gap between HOMO and LUMO (hartree): 0.2630
HOMO (Ha): -0.332
Lowest unoccupied orbital energy (Ha): -0.0689

---

The following is a quantum chemistry calculation of a structure of composition C3H2O2Yb, from OMol25.

Geometry as XYZ:
```
8
Properties=species:S:1:pos:R:3:forces:R:3:lowdin_spin:R:1
O -0.259 0.529 0.495 3.147 0.408 3.391 0.001
C 0.389 0.673 2.147 -0.445 -0.619 -1.842 0.001
C 1.336 0.670 1.332 -1.903 -0.599 -0.786 0.001
H -0.200 0.497 3.035 0.169 0.417 -0.328 0.000
H 2.261 0.467 0.812 -0.293 0.444 0.256 0.000
C -1.180 -0.025 -1.252 -1.096 -0.002 -1.066 0.011
O -1.214 -0.599 -2.245 0.444 -0.223 0.170 0.143
Yb -1.132 -2.213 -4.325 -0.022 0.173 0.205 0.844
```
Forces are in eV/Å.

Properties
Charge: +1
Multiplicity: 2
Gap between HOMO and LUMO (alpha / beta) (hartree): 0.2562 / 0.2866
HOMO (alpha / beta) (Ha): -0.388 / -0.459
Lowest unoccupied orbital energy (alpha / beta) (Ha): -0.1315 / -0.1729
⟨S²⟩: 0.75

---

The following is a quantum chemistry calculation of the molecule C3H2O3, from OMol25.

Geometry as XYZ:
```
8
Properties=species:S:1:pos:R:3:forces:R:3:mulliken_charge:R:1
C 1.273 0.581 -0.532 -3.019 -0.815 0.133 0.130
C -0.983 -0.727 0.612 0.446 2.612 -1.644 0.032
C -0.204 0.251 0.002 0.781 0.214 0.567 0.483
O 2.106 1.306 -0.108 -0.258 -0.285 0.033 -0.397
O -1.174 -0.471 -0.798 0.278 -0.877 -0.163 -0.466
O -1.228 0.596 1.000 0.600 0.924 0.433 -0.451
H 1.201 -0.029 -1.457 1.163 0.253 -0.073 0.272
H -0.991 -1.507 1.281 0.009 -2.026 0.713 0.398
```
Forces are in eV/Å.

Properties
Charge: 0
SMILES: O=C[C@]12O[C@H]1O2
Multiplicity: 1
Gap between HOMO and LUMO (hartree): 0.3719
HOMO (Ha): -0.372
Lowest unoccupied orbital energy (Ha): 0.0002

---

The following is a quantum chemistry calculation of the molecule C3H2O3, from OMol25.

Geometry as XYZ:
```
8
Properties=species:S:1:pos:R:3:forces:R:3:mulliken_charge:R:1
O -1.536 -0.420 1.240 0.301 0.474 -0.249 -0.390
C -0.939 0.523 0.790 -0.320 -0.311 0.256 0.042
C -0.006 0.376 -0.410 -0.023 0.296 -0.344 0.516
O -0.026 1.186 -1.306 0.030 -0.365 0.439 -0.455
C 0.952 -0.814 -0.461 0.213 -0.332 0.339 0.023
O 1.233 -1.454 0.517 -0.120 0.351 -0.508 -0.407
H -1.077 1.562 1.147 -0.023 -0.090 -0.026 0.327
H 1.407 -0.975 -1.458 -0.058 -0.022 0.093 0.343
```
Forces are in eV/Å.

Properties
Charge: 0
SMILES: O=CC(=O)C=O
Multiplicity: 1
Gap between HOMO and LUMO (hartree): 0.3204
HOMO (Ha): -0.370
Lowest unoccupied orbital energy (Ha): -0.0491

---

The following is a quantum chemistry calculation of a structure of composition C3H2O3, from OMol25.

Geometry as XYZ:
```
8
Properties=species:S:1:pos:R:3:forces:R:3:mulliken_charge:R:1
O 0.399 -1.913 1.338 -0.489 0.868 -0.687 -0.262
C -0.120 -1.106 0.701 0.485 -1.031 0.891 0.236
C 0.787 0.146 -0.593 0.649 0.115 -0.552 0.454
O 1.768 -0.252 -1.120 -0.747 0.225 0.416 -0.393
C -0.269 1.060 -0.438 0.167 -0.147 0.108 -0.109
O -1.464 0.589 -0.362 0.044 -0.155 0.096 -0.515
H -1.215 -0.474 0.314 -0.109 0.238 -0.216 0.331
H 0.001 1.984 0.095 -0.001 -0.113 -0.057 0.259
```
Forces are in eV/Å.

Properties
Charge: 0
Multiplicity: 1
Gap between HOMO and LUMO (hartree): 0.2949
HOMO (Ha): -0.323
Lowest unoccupied orbital energy (Ha): -0.0277

---

The following is a quantum chemistry calculation of the molecule C3H2O3, from OMol25.

Geometry as XYZ:
```
8
Properties=species:S:1:pos:R:3:forces:R:3:mulliken_charge:R:1
O -0.963 -0.587 0.937 -0.607 0.418 0.233 -0.382
C -0.944 0.569 0.571 -0.023 -0.744 0.019 0.056
C 0.253 0.703 -0.490 -0.247 -0.097 0.674 0.327
O 0.640 1.627 -1.148 -0.443 -1.330 0.793 -0.453
C 0.744 -0.853 -0.302 0.851 0.368 -0.414 0.233
O 1.627 -1.163 0.450 -0.197 0.441 -0.700 -0.437
H -1.733 1.204 1.002 0.441 0.764 -0.552 0.381
H 0.199 -1.584 -0.935 0.224 0.181 -0.054 0.276
```
Forces are in eV/Å.

Properties
Charge: 0
SMILES: O=CC(=O)C=O
Multiplicity: 1
Gap between HOMO and LUMO (hartree): 0.3105
HOMO (Ha): -0.351
Lowest unoccupied orbital energy (Ha): -0.0406

---

The following is a quantum chemistry calculation of a structure of composition C3H2O3Rh, from OMol25.

Geometry as XYZ:
```
9
Properties=species:S:1:pos:R:3:forces:R:3:lowdin_spin:R:1
O -0.345 3.756 -0.522 -0.482 -1.688 0.829 0.023
C -0.755 2.933 0.164 0.754 3.220 -1.510 0.018
O -1.235 2.211 0.962 -0.318 1.500 -0.281 0.096
O -0.131 -0.607 0.684 5.170 -4.759 -4.296 0.578
C 0.690 -1.536 0.364 -1.200 1.589 3.288 0.954
C 0.981 -2.173 -0.773 -0.040 -1.210 -2.729 0.625
H 1.499 -3.132 -0.755 0.246 0.275 0.042 0.031
H 0.559 -1.831 -1.728 0.185 -0.080 0.131 0.046
Rh -1.262 0.379 1.604 -4.315 1.152 4.526 2.629
```
Forces are in eV/Å.

Properties
Charge: +2
Multiplicity: 6
Gap between HOMO and LUMO (alpha / beta) (hartree): 0.3301 / 0.3085
HOMO (alpha / beta) (Ha): -0.694 / -0.790
Lowest unoccupied orbital energy (alpha / beta) (Ha): -0.3643 / -0.4815
⟨S²⟩: 8.76

---

The following is a quantum chemistry calculation of a structure of composition C3H2O3Tl, from OMol25.

Geometry as XYZ:
```
9
Properties=species:S:1:pos:R:3:forces:R:3:lowdin_spin:R:1
C 2.628 -0.770 -1.801 3.055 -2.409 -2.250 0.019
C 2.074 -0.025 -0.967 -4.403 4.749 4.212 -0.013
O 1.214 0.615 -0.334 5.001 -0.418 -0.801 0.050
C -0.136 0.158 -0.220 -2.728 -2.716 -1.706 0.027
O -0.583 -0.020 0.880 5.067 3.136 -2.771 0.198
O -0.618 -0.204 -1.327 0.881 -0.527 -0.307 0.023
H 3.303 -1.436 -2.330 0.793 -0.686 -0.974 0.001
Tl -2.030 -0.637 1.964 -5.806 -2.114 4.583 0.690
H 0.034 -0.677 -1.962 -1.861 0.985 0.014 0.004
```
Forces are in eV/Å.

Properties
Charge: +4
Multiplicity: 2
Gap between HOMO and LUMO (alpha / beta) (hartree): 0.1560 / 0.2786
HOMO (alpha / beta) (Ha): -1.116 / -1.229
Lowest unoccupied orbital energy (alpha / beta) (Ha): -0.9596 / -0.9506
⟨S²⟩: 1.52

---

E? In order: -26798.83132, -5187.07518, -10470.31826, -18071.20908, -39741.79187, -38752.97104, -9280.39722, -9284.00233, -9282.04533, -9283.11494, -12266.73497, -13909.19190 eV.
F_max? In order: 4.38, 1.08, 7.35, 3.59, 4.99, 4.64, 3.13, 0.63, 1.45, 1.61, 8.24, 7.73 eV/Å.